(1)
Below is a structure of composition C47H66N5O6Ta at a distorted geometry, with properties calculated with ωB97M-V/def2-TZVPD.

Element x y z (Å)
Ta -1.60 -0.39 -1.73
C -0.68 -2.00 -4.49
O -0.50 -1.39 -3.21
C 0.73 -1.47 -2.51
C 0.82 -2.56 -1.62
C -0.13 -3.75 -1.57
C -0.78 -3.84 -0.21
C -0.53 -4.79 0.84
C -1.13 -4.68 2.13
C -1.95 -3.59 2.33
C -2.26 -2.75 1.28
C -3.29 -1.68 1.52
C -2.78 -0.15 1.67
C -2.20 0.18 2.96
C -1.21 1.21 3.01
C -1.10 2.11 1.94
C -1.85 1.97 0.76
C -1.58 3.04 -0.33
C -0.14 2.93 -0.80
C 0.87 3.71 -0.33
C 2.19 3.68 -0.86
C 2.34 2.77 -1.90
C 1.37 1.96 -2.40
C 1.67 0.84 -3.36
C 1.72 -0.53 -2.62
C 2.80 -0.58 -1.76
C 2.88 -1.51 -0.75
C 1.85 -2.52 -0.70
C 3.92 -1.34 0.35
C 5.34 -1.16 -0.16
C 4.09 -2.53 1.35
C 3.46 -0.07 1.09
C 0.12 2.06 -1.84
O -0.85 1.29 -2.28
C 3.37 4.63 -0.53
C 4.72 4.09 -1.05
C 3.56 4.96 1.00
C 3.29 6.02 -1.12
C -2.57 0.81 0.62
O -3.27 0.65 -0.63
C -4.72 0.84 -0.54
C -0.10 1.14 4.09
C 0.26 -0.32 4.49
C -0.37 1.97 5.38
C 1.18 1.69 3.38
C -1.73 -2.88 0.05
O -2.15 -2.04 -0.98
C -0.87 -5.69 3.25
C -2.33 -6.15 3.73
C -0.22 -6.94 2.70
C -0.06 -5.03 4.39
H -0.29 -2.98 -4.57
H -1.81 -2.06 -4.65
H -0.03 -1.43 -5.25
H -0.88 -3.74 -2.37
H 0.43 -4.67 -1.70
H 0.22 -5.55 0.62
H -2.32 -3.33 3.31
H -4.06 -1.69 0.79
H -3.76 -1.88 2.49
H -2.33 -0.50 3.82
H -0.37 2.93 1.99
H -2.22 2.92 -1.19
H -1.64 4.05 0.07
H 0.57 4.38 0.42
H 3.29 2.54 -2.40
H 1.02 0.66 -4.19
H 2.63 0.97 -3.82
H 3.58 0.15 -1.71
H 1.97 -3.25 0.07
H 5.71 -2.12 -0.53
H 5.56 -0.39 -0.95
H 5.91 -0.82 0.70
H 4.45 -3.41 0.82
H 4.80 -2.25 2.14
H 3.15 -2.78 1.84
H 3.42 0.80 0.40
H 2.51 -0.25 1.57
H 4.17 0.12 1.91
H 5.04 3.16 -0.60
H 4.68 3.94 -2.12
H 5.53 4.88 -0.83
H 3.03 4.27 1.59
H 4.63 5.03 1.24
H 3.16 5.97 1.12
H 3.53 6.08 -2.20
H 2.30 6.41 -1.03
H 4.04 6.56 -0.60
H -5.18 0.00 -0.06
H -4.99 1.76 0.01
H -5.15 0.95 -1.56
H -0.47 -0.86 5.12
H 0.36 -0.95 3.60
H 1.19 -0.30 4.97
H -1.38 1.78 5.74
H 0.36 1.61 6.08
H -0.24 3.06 5.14
H 1.30 1.19 2.43
H 1.15 2.79 3.15
H 2.05 1.51 4.01
H -2.90 -6.60 2.94
H -2.31 -6.88 4.61
H -2.85 -5.29 4.14
H -0.77 -7.30 1.84
H 0.84 -6.72 2.42
H -0.24 -7.67 3.45
H -0.79 -4.45 4.98
H 0.50 -5.73 5.01
H 0.69 -4.36 3.91
O -2.98 1.15 -7.25
H -3.53 1.71 -7.82
H -2.16 1.05 -7.76
O -5.79 7.07 -3.09
H -5.76 7.88 -3.59
H -5.21 7.20 -2.31
N -4.05 2.96 -4.92
N -3.85 1.58 -4.57
N -4.76 0.75 -4.21
C -4.03 -0.21 -3.74
N -2.69 0.09 -3.75
N -2.62 1.27 -4.30
H -4.99 3.03 -5.28
H -3.26 3.23 -5.52
H -4.44 -1.13 -3.40
H -0.28 -0.10 -0.69

Output
Kohn-Sham gap   6.5 eV
Lowest unoccupied orbital energy   -6.52 eV
Total charge   +2
Energy relative to the best compared isomer or geometry (same formula, charge and spin)   0.000 eV
HOMO level   -12.980 eV
Multiplicity   1

Atomic partial charges in e from the Mulliken method, atoms 1 to 6: atom 1 (Ta): 3.234, atom 2 (C): -0.875, atom 3 (O): -0.427, atom 4 (C): -0.611, atom 5 (C): 1.208, atom 6 (C): -1.088

(2)
Below is a cluster of 2 separate species, C8H11O2PS in total at a distorted geometry, with properties calculated with ωB97M-V/def2-TZVPD.

Element x y z (Å)
C 3.54 0.54 0.40
C 2.66 0.67 1.43
C 3.11 0.09 -0.88
C 1.32 0.21 1.38
C 1.79 -0.15 -0.95
C 0.92 -0.17 0.11
C -2.30 -2.52 0.55
C -2.71 2.21 -0.99
O -1.33 -0.86 -1.48
O -1.17 -1.77 0.89
P -0.78 -0.58 -0.18
S -1.90 1.94 0.61
H 4.52 0.99 0.41
H 3.05 1.17 2.27
H 3.83 -0.11 -1.66
H 0.66 0.46 2.10
H 1.27 -0.35 -1.97
H -2.91 -2.42 -0.36
H -3.06 -2.49 1.37
H -1.98 -3.65 0.47
H -2.39 3.17 -1.28
H -3.78 2.34 -0.72
H -2.37 1.29 -1.52

Output
Kohn-Sham gap   7.5 eV
Lowest unoccupied orbital energy   -0.61 eV
Energy relative to the best compared isomer or geometry (same formula, charge and spin)   0.992 eV
HOMO level   -8.129 eV
Multiplicity   1

Atomic partial charges in e from the Mulliken method, atoms 1 to 6: atom 1 (C): -0.360, atom 2 (C): -0.574, atom 3 (C): -0.605, atom 4 (C): -0.658, atom 5 (C): -0.101, atom 6 (C): 0.691

(3)
Below is a structure of composition C23H17BrClN5O9SSc, with properties calculated with ωB97M-V/def2-TZVPD.

Element x y z (Å)
Sc 0.78 -0.33 -0.80
O 4.96 0.05 0.07
C 3.68 -0.17 0.30
O 2.79 0.61 0.07
C 3.34 -1.55 0.78
C 4.14 -2.44 1.47
C 3.59 -3.67 1.79
C 2.30 -3.98 1.40
C 1.58 -3.02 0.69
N 2.11 -1.84 0.41
C 0.17 -3.19 0.15
O -0.43 -4.23 0.35
O -0.23 -2.15 -0.49
H 4.98 0.66 -0.70
H 5.15 -2.17 1.74
H 4.17 -4.40 2.35
H 1.82 -4.92 1.62
C -4.96 1.24 -0.03
C -4.10 0.36 -0.88
C -4.60 -0.50 -1.84
C -3.74 -1.23 -2.65
C -2.39 -1.07 -2.44
Br -1.15 -1.94 -3.58
N -1.87 -0.29 -1.50
C -2.71 0.41 -0.75
H -6.01 1.13 -0.30
H -4.68 2.28 -0.19
H -4.85 1.01 1.03
H -5.67 -0.58 -1.98
H -4.10 -1.89 -3.42
H -2.25 1.05 -0.01
C 4.02 -1.71 -3.87
S 3.25 -0.25 -3.22
O 4.30 0.52 -2.56
O 2.58 0.40 -4.32
O 2.31 -0.82 -2.21
H 4.75 -1.40 -4.61
H 3.25 -2.32 -4.32
H 4.51 -2.24 -3.05
Cl -2.62 4.57 5.58
C -1.84 3.43 4.52
C -1.86 3.66 3.15
C -1.24 2.75 2.31
C -0.63 1.61 2.83
C -0.63 1.40 4.20
C -1.24 2.30 5.06
C 0.04 0.60 1.93
O 0.59 -0.38 2.40
O -0.05 0.87 0.67
H -2.34 4.54 2.75
H -1.23 2.91 1.24
H -0.15 0.51 4.58
H -1.25 2.15 6.13
N 0.36 1.33 -2.11
C -0.37 2.11 -2.58
N -1.16 2.97 -3.12
C -2.15 3.40 -2.33
N -3.03 3.80 -1.70

Output
Kohn-Sham gap   7.9 eV
Lowest unoccupied orbital energy   1.88 eV
Total charge   -1
Energy relative to the best compared isomer or geometry (same formula, charge and spin)   0.560 eV
HOMO level   -6.045 eV
Multiplicity   1

Atomic partial charges in e from the Mulliken method, atoms 1 to 6: atom 1 (Sc): 0.522, atom 2 (O): -0.505, atom 3 (C): 0.074, atom 4 (O): -0.374, atom 5 (C): 0.481, atom 6 (C): -0.703

- Which formula does entry 1 have?
  C47H66N5O6Ta